No. 1
110
Properties=species:S:1:pos:R:3:forces:R:3 method="wB97M-V/def2-TZVPD" total_charge=+1 molar_mass_g_mol=922.71 gap_ev=9.50
C 0.646 -2.423 3.198 0.54 0.05 0.50
C 1.414 -1.141 2.945 -0.54 0.59 -0.51
C 1.464 -0.602 1.474 -0.27 -0.91 0.57
Br 0.388 -1.620 0.191 0.08 0.00 -0.06
N 1.134 0.801 1.379 0.26 0.16 -0.03
C 1.842 1.921 1.051 0.42 -0.31 -0.42
N 3.144 1.994 0.722 -0.22 0.05 0.00
C 4.082 0.891 0.713 0.19 -0.20 0.13
C 4.437 0.434 2.128 0.48 0.39 -0.40
O 4.802 -0.938 2.095 -0.92 -0.04 0.52
C 6.017 -1.233 2.663 -0.14 -0.34 0.17
C 5.990 -2.009 3.928 -0.26 -0.50 0.20
O 7.014 -0.899 2.124 1.07 0.55 -0.55
C 3.653 3.291 0.354 0.18 0.74 -0.11
C 4.297 4.062 1.313 0.07 0.08 0.09
C 4.793 5.318 0.965 -0.42 -0.45 -0.82
C 4.625 5.722 -0.361 -0.06 -0.57 0.56
C 3.984 4.852 -1.242 0.11 0.26 0.05
N 3.491 3.659 -0.907 0.13 -0.01 0.30
N 1.062 3.003 1.079 -0.12 -0.02 0.15
C -0.130 2.556 1.439 0.80 0.77 -0.27
N -0.142 1.253 1.645 -0.84 0.24 0.13
C -1.300 0.464 2.096 0.62 -0.61 0.27
C -2.349 1.305 2.768 -0.24 0.53 0.21
N -3.218 2.104 1.895 -0.01 -0.21 -0.34
C -4.606 2.188 2.358 -0.23 0.34 0.79
C -4.798 3.319 3.389 -0.07 -0.22 -0.52
C -3.174 1.749 0.513 -0.42 -0.62 0.31
C -3.913 0.524 0.027 -0.50 0.41 0.08
O -2.569 2.419 -0.265 0.82 0.57 -0.59
H -0.409 -2.343 2.977 -0.15 -0.13 -0.28
H 1.098 -3.259 2.680 -0.23 -0.17 -0.28
H 0.722 -2.645 4.260 -0.03 -0.02 0.14
H 2.446 -1.237 3.261 0.19 -0.14 0.04
H 0.987 -0.335 3.541 0.03 0.05 0.21
H 2.454 -0.787 1.103 0.13 0.39 -0.12
H 3.748 0.063 0.095 -0.15 -0.09 -0.04
H 5.000 1.232 0.251 0.02 0.20 -0.25
H 5.284 1.035 2.455 0.12 0.01 0.14
H 3.633 0.625 2.837 -0.25 -0.27 0.04
H 5.047 -2.514 4.102 -0.16 -0.01 -0.03
H 6.190 -1.351 4.769 0.00 0.22 0.06
H 6.792 -2.737 3.904 0.15 -0.09 0.03
H 4.409 3.686 2.320 -0.06 -0.01 0.09
H 5.280 5.947 1.691 0.08 0.05 0.10
H 4.996 6.672 -0.704 0.01 0.14 -0.10
H 3.870 5.150 -2.274 -0.10 -0.08 -0.13
H -0.964 3.229 1.528 -0.42 -0.34 0.14
H -1.665 -0.160 1.290 -0.14 0.13 -0.31
H -0.947 -0.239 2.844 0.08 0.01 0.13
H -1.857 1.970 3.479 0.09 0.08 0.13
H -2.936 0.630 3.386 -0.20 -0.21 -0.01
H -4.942 1.252 2.811 0.07 -0.25 -0.08
H -5.261 2.380 1.515 0.09 0.02 -0.29
H -5.084 2.931 4.358 0.12 0.01 0.23
H -3.886 3.900 3.449 0.12 0.12 0.21
H -5.586 3.984 3.051 -0.11 0.15 0.07
H -4.577 0.851 -0.769 -0.07 -0.10 -0.20
H -4.529 0.072 0.796 0.10 -0.24 0.13
H -3.208 -0.177 -0.405 0.10 -0.17 -0.02
C -4.019 3.425 -3.988 0.04 0.07 0.09
C -3.285 2.176 -3.544 0.09 0.07 0.03
O -4.085 1.134 -4.120 0.00 0.07 0.04
C -4.759 1.649 -5.176 0.04 0.01 -0.01
O -5.371 1.010 -5.967 0.00 -0.02 -0.08
O -4.630 2.997 -5.211 0.02 0.00 0.08
H -3.362 4.272 -4.166 -0.03 -0.01 -0.17
H -4.803 3.722 -3.289 -0.01 -0.03 0.00
H -2.277 2.117 -3.958 -0.02 0.00 -0.05
H -3.232 2.069 -2.466 -0.05 -0.10 0.01
C -4.380 2.658 -9.553 -0.09 -0.09 0.02
C -3.324 2.569 -8.472 -0.06 -0.12 0.14
O -2.210 3.235 -9.076 -0.05 -0.02 0.00
C -2.685 4.077 -10.029 -0.05 -0.01 0.02
O -2.035 4.893 -10.592 0.05 0.05 -0.03
O -4.004 3.856 -10.241 0.02 -0.05 0.03
H -5.390 2.743 -9.160 0.00 0.15 -0.04
H -4.336 1.821 -10.252 0.04 0.01 0.00
H -3.609 3.107 -7.567 -0.04 0.03 -0.03
H -3.061 1.546 -8.214 0.13 0.02 -0.07
C -4.940 -3.327 3.965 -0.14 -0.10 -0.04
C -5.407 -2.029 3.337 -0.10 -0.06 -0.06
O -4.722 -1.046 4.129 0.02 -0.02 -0.08
C -3.628 -1.633 4.679 -0.09 -0.24 0.08
O -2.766 -1.046 5.251 0.10 0.17 -0.17
O -3.653 -2.963 4.480 0.02 0.04 0.00
H -4.846 -4.143 3.255 0.18 0.01 0.02
H -5.572 -3.642 4.795 0.00 0.04 0.02
H -5.085 -1.931 2.298 0.03 -0.01 0.01
H -6.482 -1.881 3.395 0.03 0.12 0.11
C 6.824 -3.052 -0.333 0.06 0.14 0.06
C 7.643 -4.168 0.284 0.07 0.07 0.06
O 7.050 -5.333 -0.298 -0.01 0.05 -0.01
C 6.454 -4.974 -1.463 0.01 0.03 0.08
O 6.011 -5.731 -2.258 -0.05 -0.05 -0.05
O 6.425 -3.622 -1.581 0.01 -0.03 0.05
H 7.392 -2.140 -0.493 -0.02 -0.01 -0.13
H 5.929 -2.819 0.248 -0.01 -0.03 0.00
H 8.694 -4.123 -0.003 -0.01 0.01 -0.03
H 7.572 -4.208 1.368 -0.07 -0.14 -0.01
C -1.129 -6.961 -1.018 -0.01 -0.05 -0.14
C -0.014 -6.004 -1.386 0.08 -0.08 -0.12
O -0.125 -5.003 -0.361 -0.03 -0.07 -0.05
C -0.739 -5.561 0.710 -0.03 -0.01 -0.09
O -0.836 -5.038 1.773 -0.01 0.09 0.10
O -1.229 -6.778 0.401 0.01 0.02 -0.02
H -0.905 -7.997 -1.251 0.02 -0.03 0.16
H -2.083 -6.688 -1.473 0.00 0.03 0.01
H 0.972 -6.464 -1.319 -0.01 -0.01 0.03
H -0.135 -5.556 -2.368 -0.03 0.15 0.08

No. 2
77
Properties=species:S:1:pos:R:3:forces:R:3 method="wB97M-V/def2-TZVPD" s_squared=0.759 total_charge=-2 molar_mass_g_mol=931.52 relative_energy_kj_mol=210.5 gap_ev="3.90 / 3.90" multiplicity=2
Ru 0.475 1.089 0.665 -0.05 -0.28 0.02
C -0.173 -6.643 -3.058 0.01 0.00 -0.01
C -0.259 -5.152 -2.866 -0.01 -0.01 0.02
C -0.283 -4.602 -1.585 0.01 0.02 -0.01
C -0.343 -3.232 -1.398 0.03 0.00 0.02
C -0.374 -2.398 -2.507 -0.15 0.04 0.03
C -0.358 -2.920 -3.788 0.05 0.03 -0.01
C -0.299 -4.296 -3.961 0.01 0.01 -0.02
S -0.542 -0.652 -2.207 0.12 -0.51 0.29
O -1.841 -0.474 -1.611 0.21 -0.66 0.09
O -0.344 0.020 -3.492 -0.03 -0.47 -0.11
N 0.571 -0.302 -1.150 -0.09 0.30 -0.12
C 1.905 -0.485 -1.472 0.12 0.06 0.09
C 2.443 -0.857 -2.689 -0.01 -0.05 -0.02
C 3.820 -1.123 -2.832 0.01 0.00 0.00
C 4.680 -1.040 -1.778 -0.05 0.03 0.00
C 4.179 -0.636 -0.515 0.07 -0.05 0.02
C 4.990 -0.561 0.639 0.03 -0.02 -0.05
C 4.438 -0.197 1.830 -0.07 0.00 0.03
C 3.081 0.170 1.873 0.06 -0.05 -0.06
N 2.312 0.154 0.808 0.31 0.23 -0.10
C 2.820 -0.307 -0.377 -0.15 -0.02 -0.01
H -0.595 -7.174 -2.205 0.00 0.00 0.00
H 0.866 -6.965 -3.166 0.00 0.01 0.00
H -0.710 -6.957 -3.954 0.00 0.00 0.00
H -0.259 -5.257 -0.721 -0.01 0.00 0.00
H -0.369 -2.799 -0.403 -0.02 0.00 0.02
H -0.387 -2.246 -4.635 -0.02 -0.01 -0.01
H -0.286 -4.711 -4.963 -0.01 0.00 0.00
H 1.806 -0.943 -3.556 0.00 -0.01 0.01
H 4.189 -1.411 -3.809 0.00 0.00 0.00
H 5.735 -1.261 -1.885 0.00 -0.01 0.01
H 6.042 -0.811 0.560 0.00 0.00 0.00
H 5.023 -0.151 2.738 0.00 0.01 0.00
H 2.620 0.493 2.792 -0.03 0.08 0.02
O -3.435 -0.039 1.932 -0.08 -0.06 0.04
C -3.656 -0.400 3.270 0.07 0.02 -0.07
C -2.479 -0.085 4.209 -0.03 -0.07 -0.06
C -2.773 -0.913 5.478 -0.08 0.07 0.02
O -1.869 -0.703 6.564 0.02 -0.08 -0.01
C -1.132 -0.643 3.697 0.25 -0.03 0.23
Se -0.407 -0.717 1.865 -0.46 -0.05 -0.20
C -2.429 1.416 4.613 -0.04 0.00 -0.08
Se -3.428 2.716 3.500 0.01 0.03 0.07
H -3.414 0.946 1.951 0.04 0.06 -0.01
H -3.876 -1.477 3.289 0.08 -0.02 -0.06
H -4.522 0.144 3.666 -0.05 -0.08 0.05
H -2.786 -1.981 5.220 -0.03 -0.01 0.00
H -3.763 -0.644 5.856 0.02 0.04 0.00
H -0.985 -0.660 6.186 0.00 0.06 0.00
H -1.132 -1.719 3.899 0.05 -0.01 0.03
H -0.313 -0.201 4.272 -0.06 0.02 0.03
H -1.388 1.735 4.673 -0.02 0.02 -0.04
H -2.842 1.498 5.619 0.05 0.00 0.02
N -0.274 2.629 -3.158 0.05 0.59 0.21
C -0.607 3.612 -2.051 0.09 0.05 0.02
C -1.043 4.910 -2.716 -0.01 -0.01 0.01
P 1.037 3.803 -1.221 -0.11 -0.05 -0.34
O 0.769 4.833 -0.046 -0.06 0.06 0.18
O 1.935 4.384 -2.255 0.02 -0.02 0.04
O 1.380 2.409 -0.736 0.29 -0.04 0.23
P -1.941 2.937 -0.921 -0.28 -0.19 -0.61
O -2.669 1.904 -1.939 -0.10 0.83 0.08
O -2.810 4.078 -0.600 0.03 0.07 0.13
O -1.253 2.101 0.118 -0.01 0.10 0.40
H 0.667 2.855 -3.503 -0.06 0.02 -0.02
H -0.952 2.720 -3.912 -0.05 -0.11 0.06
H -0.290 1.637 -2.876 0.08 0.25 -0.19
H -0.209 5.369 -3.252 -0.01 -0.01 -0.03
H -1.408 5.586 -1.948 0.03 0.03 0.00
H -1.879 4.729 -3.401 -0.02 0.00 0.03
H 0.297 4.460 0.721 0.07 -0.05 -0.02
H -2.552 0.982 -1.637 0.03 0.01 -0.06
F 0.055 3.442 2.379 -0.07 0.02 -0.20
C 0.834 2.334 2.231 -0.06 -0.14 0.01
F 2.123 2.871 2.139 -0.01 -0.01 0.01
F 0.843 1.780 3.502 0.07 0.02 -0.06

No. 3
20
Properties=species:S:1:pos:R:3:forces:R:3 method="wB97M-V/def2-TZVPD" molar_mass_g_mol=90.17 relative_energy_kj_mol=121.1 smiles=CCCCC.O gap_ev=11.06
C -1.857 0.760 -0.112 -0.15 2.11 0.55
C -0.494 0.226 -0.338 0.77 -1.44 1.45
C 0.303 -0.315 0.907 -0.80 -1.72 0.61
C 1.546 0.465 1.417 -0.92 0.97 -2.55
C 2.483 0.709 0.193 0.24 0.04 0.24
H -2.138 1.318 -1.026 -0.46 -0.68 0.36
H -2.541 -0.039 0.174 -0.23 0.31 -0.15
H -1.808 1.532 0.658 -0.46 -0.02 0.34
H -0.822 -0.615 -0.953 1.65 0.03 -0.74
H 0.196 0.958 -0.714 -0.20 0.17 -1.23
H -0.393 -0.602 1.726 0.17 0.80 -0.09
H 0.614 -1.342 0.654 0.47 0.27 -0.26
H 1.197 1.455 1.749 0.32 -0.37 0.53
H 2.149 -0.082 2.138 -0.42 0.11 0.35
H 2.745 -0.272 -0.208 0.55 0.12 0.10
H 2.136 1.266 -0.680 -0.79 -0.02 0.32
H 3.339 1.325 0.477 0.35 -0.58 0.22
O -2.364 -1.846 -2.182 0.47 -2.17 1.37
H -1.812 -2.561 -2.557 -0.12 0.79 -0.70
H -2.480 -2.338 -1.323 -0.44 1.28 -0.70